# CH4N3

A gas-phase ion, CH4N3 (charge +1) (ωB97M-V/def2-TZVPD, the OMol25 dataset).

Calculated values
Relative energy (zero: lowest compared OMol25 entry of this formula, charge and spin) = 38.9 kcal per mole
SMILES string = N#[N+]CN
HOMO-LUMO gap = 10.50 eV

Structure (ORCA input):
```
! RIJCOSX wB97M-V def2-TZVPD def2/J DEFGRID3
* xyz 1 1
N 2.32 -0.47 -0.38
N 1.41 0.16 -0.14
C -0.06 0.47 0.12
N -0.86 -0.55 -0.06
H -0.28 1.37 -0.61
H 0.03 0.80 1.24
H -1.41 -0.66 -0.87
H -1.14 -1.12 0.69
*
```

---

# C25H51GaNO13S6

A molecular structure, C25H51GaNO13S6 (ωB97M-V/def2-TZVPD, the OMol25 dataset).

Calculated values
HOMO-LUMO gap = 7.30 eV

Structure (ORCA input):
```
! RIJCOSX wB97M-V def2-TZVPD def2/J DEFGRID3
* xyz -1 1
N 1.41 -1.80 1.45
C 0.45 -1.26 1.85
O -0.55 -0.89 2.52
Ga -2.33 -1.49 1.79
H -2.92 -2.57 2.81
H -2.14 -2.12 0.40
H -3.21 -0.16 1.74
C -8.52 -0.98 4.15
C -7.53 0.09 4.65
C -6.12 -0.47 4.46
S -6.21 -1.61 3.06
O -5.95 -2.94 3.55
O -5.51 -1.05 1.95
C -7.98 -1.45 2.80
H -9.53 -0.59 4.06
H -8.54 -1.82 4.85
H -7.66 1.00 4.06
H -7.71 0.34 5.69
H -5.39 0.30 4.22
H -5.78 -1.03 5.32
H -8.38 -2.41 2.48
H -8.13 -0.70 2.03
C 3.13 0.71 5.39
C 2.02 -0.17 4.82
C 1.08 -0.54 5.98
S 1.20 0.81 7.16
O 1.79 0.32 8.38
O -0.04 1.55 7.19
C 2.43 1.75 6.26
H 3.71 1.19 4.60
H 3.81 0.11 5.99
H 1.46 0.38 4.06
H 2.41 -1.06 4.34
H 0.05 -0.63 5.65
H 1.40 -1.45 6.48
H 3.09 2.25 6.97
H 1.91 2.49 5.66
C -0.48 -0.94 -4.47
C -1.65 -1.60 -5.20
C -2.74 -1.88 -4.15
S -2.51 -0.64 -2.85
O -2.09 -1.32 -1.66
O -3.61 0.29 -2.86
C -1.08 0.14 -3.59
H 0.26 -0.52 -5.17
H 0.04 -1.67 -3.84
H -2.04 -0.92 -5.96
H -1.35 -2.52 -5.70
H -3.75 -1.80 -4.54
H -2.60 -2.85 -3.68
H -0.41 0.47 -2.80
H -1.42 1.00 -4.17
C 4.79 -1.57 -6.69
C 4.78 -0.44 -7.72
C 3.32 -0.23 -8.17
S 2.30 -0.75 -6.78
O 1.54 -1.91 -7.16
O 1.68 0.40 -6.18
C 3.65 -1.26 -5.73
H 5.75 -1.63 -6.17
H 4.62 -2.53 -7.18
H 5.15 0.48 -7.26
H 5.42 -0.66 -8.58
H 3.10 0.81 -8.39
H 3.06 -0.86 -9.02
H 3.34 -2.12 -5.13
H 3.89 -0.42 -5.08
C 4.04 -1.74 -0.65
C 3.62 -0.44 0.05
C 4.38 0.70 -0.63
S 4.70 0.18 -2.32
O 6.13 0.03 -2.51
O 3.91 0.96 -3.24
C 3.98 -1.46 -2.14
H 3.40 -2.57 -0.37
H 5.07 -2.00 -0.37
H 2.55 -0.30 -0.07
H 3.82 -0.47 1.11
H 3.80 1.62 -0.65
H 5.35 0.88 -0.16
H 4.54 -2.16 -2.75
H 2.95 -1.39 -2.49
C -0.73 4.01 0.53
C -1.56 3.14 1.49
C -0.58 2.27 2.28
S 0.96 3.19 2.37
O 1.98 2.49 1.64
O 1.20 3.64 3.72
C 0.41 4.58 1.37
H -1.33 4.80 0.08
H -0.33 3.39 -0.27
H -2.13 3.78 2.17
H -2.28 2.52 0.96
H -0.94 2.08 3.29
H -0.38 1.33 1.78
H 1.24 4.95 0.78
H 0.05 5.35 2.05
*
```

---

# C46H41N8O2SmTe

A molecular structure, C46H41N8O2SmTe (ωB97M-V/def2-TZVPD, the OMol25 dataset).

Calculated values
⟨S²⟩ = 8.759
HOMO-LUMO gap (alpha / beta) = 5.60 / 5.64 eV

Structure (ORCA input):
```
! RIJCOSX wB97M-V def2-TZVPD def2/J DEFGRID3
* xyz 2 6
Sm 0.67 1.16 -0.15
N 3.78 1.03 3.34
C 3.14 0.94 2.19
N 1.88 1.19 2.03
C 1.14 1.53 3.17
N -0.09 1.94 3.06
N -0.56 2.00 1.78
C -1.66 2.59 1.59
C -2.32 2.61 0.22
C -3.49 3.29 -0.04
C -4.05 3.17 -1.30
C -3.43 2.34 -2.24
C -2.27 1.70 -1.88
N -1.69 1.86 -0.69
C 1.76 1.43 4.47
C 0.98 1.57 5.63
C 1.57 1.46 6.88
C 2.95 1.23 6.93
C 3.72 1.16 5.77
C 3.10 1.18 4.55
H 4.77 0.81 3.38
H 3.79 0.64 1.34
H -2.18 3.03 2.46
H -3.94 3.89 0.70
H -4.93 3.69 -1.52
H -3.91 2.17 -3.21
H -1.75 1.07 -2.60
H -0.08 1.72 5.51
H 1.02 1.57 7.78
H 3.44 1.17 7.89
H 4.80 0.99 5.87
C 2.04 -5.40 -1.49
C 1.62 -3.95 -1.64
C 2.47 -2.91 -2.04
C 2.05 -1.57 -2.04
C 2.97 -0.42 -2.08
O 2.85 0.51 -1.21
C 4.01 -0.32 -3.08
C 3.87 -0.99 -4.29
C 4.85 -0.78 -5.28
C 5.92 0.08 -5.05
C 6.04 0.76 -3.85
C 5.08 0.56 -2.87
C 0.67 -1.30 -1.75
O 0.15 -0.10 -1.86
C -0.18 -2.36 -1.35
C 0.33 -3.64 -1.29
C -1.36 -1.87 -0.61
N -1.28 -1.67 0.66
C -0.11 -2.02 1.45
C -0.49 -2.86 2.67
Te -1.31 -4.81 2.25
C -3.12 -4.23 1.33
C -3.45 -4.63 0.04
C -4.70 -4.30 -0.51
C -5.62 -3.61 0.28
C -5.33 -3.25 1.59
C -4.09 -3.55 2.09
C -2.64 -1.53 -1.26
C -2.78 -1.73 -2.62
C -4.00 -1.44 -3.22
C -5.09 -0.95 -2.47
C -4.92 -0.72 -1.11
C -3.71 -1.00 -0.53
H 2.64 -5.51 -0.61
H 2.54 -5.81 -2.36
H 1.15 -6.01 -1.36
H 3.52 -3.17 -2.32
H 3.06 -1.68 -4.47
H 4.79 -1.31 -6.23
H 6.70 0.19 -5.79
H 6.91 1.39 -3.66
H 5.20 1.08 -1.95
H -0.30 -4.44 -0.91
H 0.27 -1.08 1.87
H 0.68 -2.50 0.84
H -1.18 -2.30 3.33
H 0.40 -3.11 3.24
H -2.70 -5.20 -0.56
H -4.96 -4.57 -1.54
H -6.57 -3.37 -0.10
H -6.08 -2.81 2.18
H -3.85 -3.31 3.11
H -1.99 -2.13 -3.23
H -4.08 -1.65 -4.31
H -6.04 -0.74 -2.96
H -5.73 -0.30 -0.55
H -3.63 -0.84 0.54
C 1.71 6.88 -1.44
N 1.14 5.99 -0.40
C 0.56 6.56 0.83
C 1.13 4.69 -0.56
N 1.13 3.54 -0.61
H 2.59 7.42 -1.10
H 0.91 7.55 -1.76
H 1.96 6.28 -2.34
H 1.34 7.12 1.38
H 0.13 5.79 1.46
H -0.23 7.24 0.56
*
```

---

# C4H5NO2

C4H5NO2 in the gas phase (ωB97M-V/def2-TZVPD, the OMol25 dataset).

Calculated values
Relative energy (zero: lowest compared OMol25 entry of this formula, charge and spin) = 51.1 kcal per mole
SMILES string = [H]/N=C1\CCOC1=O
HOMO-LUMO gap = 10.16 eV

Structure (ORCA input):
```
! RIJCOSX wB97M-V def2-TZVPD def2/J DEFGRID3
* xyz 0 1
H 1.88 -2.05 0.82
N 1.55 -1.72 -0.11
C 0.67 -0.81 -0.05
C -0.05 0.06 0.94
C -0.87 1.05 0.09
O -0.63 0.96 -1.30
C 0.16 -0.04 -1.61
O 0.25 -0.40 -2.75
H -0.72 -0.51 1.65
H 0.55 0.70 1.58
H -1.81 0.57 0.29
H -0.99 2.18 0.44
*
```

---

# C18H57N3O12

9 unconnected molecules or ions with the total composition C18H57N3O12 (ωB97M-V/def2-TZVPD, the OMol25 dataset).

Calculated values
Relative energy (zero: lowest compared OMol25 entry of this formula, charge and spin) = 92.8 kcal per mole
SMILES string = COCCNCCOC.COCCNCCOC.COCCNCCOC.O.O.O.O.O.O
HOMO-LUMO gap = 7.76 eV

Structure (ORCA input):
```
! RIJCOSX wB97M-V def2-TZVPD def2/J DEFGRID3
* xyz 0 1
C 7.93 -0.02 -1.23
O 6.80 -0.58 -1.89
C 6.48 -1.82 -1.32
C 5.15 -2.29 -1.93
N 4.11 -1.33 -1.57
C 2.94 -1.42 -2.44
C 1.98 -0.26 -2.24
O 1.08 -0.61 -1.19
C 0.19 0.41 -0.87
H 8.79 -0.70 -1.24
H 7.60 0.21 -0.22
H 8.28 0.87 -1.76
H 6.31 -1.76 -0.24
H 7.24 -2.56 -1.56
H 4.90 -3.29 -1.57
H 5.25 -2.27 -3.02
H 4.48 -0.39 -1.49
H 2.47 -2.39 -2.29
H 3.27 -1.41 -3.49
H 1.36 -0.23 -3.14
H 2.46 0.71 -2.08
H 0.68 1.28 -0.40
H -0.46 0.04 -0.08
H -0.42 0.80 -1.69
C -0.97 -3.93 4.34
O -1.85 -4.09 3.25
C -1.94 -2.98 2.43
C -2.66 -3.21 1.08
N -3.89 -3.99 1.23
C -4.92 -3.29 1.98
C -6.15 -4.19 2.08
O -5.98 -5.34 2.87
C -5.70 -5.07 4.24
H 0.05 -4.06 3.96
H -1.12 -4.69 5.10
H -1.10 -2.93 4.77
H -0.94 -2.60 2.19
H -2.40 -2.09 2.90
H -1.97 -3.67 0.37
H -2.96 -2.25 0.67
H -3.71 -4.88 1.68
H -5.20 -2.33 1.55
H -4.55 -3.10 3.00
H -6.44 -4.53 1.08
H -7.06 -3.62 2.35
H -6.53 -4.50 4.66
H -4.75 -4.57 4.41
H -5.71 -6.04 4.74
C 5.31 0.98 -1.69
O 4.22 1.62 -2.29
C 4.58 2.41 -3.39
C 3.32 2.96 -4.04
N 2.51 3.73 -3.09
C 1.15 3.91 -3.60
C 0.30 4.52 -2.48
O -0.03 3.50 -1.56
C -0.82 3.97 -0.49
H 5.85 0.27 -2.32
H 4.95 0.47 -0.79
H 6.03 1.70 -1.29
H 5.01 1.76 -4.17
H 5.36 3.17 -3.28
H 2.77 2.10 -4.43
H 3.58 3.57 -4.91
H 2.46 3.13 -2.27
H 0.59 3.01 -3.86
H 1.16 4.60 -4.44
H -0.64 4.83 -2.97
H 0.78 5.39 -2.04
H -1.79 4.31 -0.88
H -0.26 4.68 0.11
H -1.07 3.08 0.10
O -0.48 2.56 3.19
H -0.82 1.91 2.54
H -0.81 3.41 2.89
O -3.37 3.86 1.84
H -3.05 4.59 2.40
H -3.66 4.29 1.02
O -6.01 2.57 2.36
H -5.34 3.18 1.99
H -6.18 2.89 3.25
O -4.44 1.15 -0.36
H -5.35 1.04 -0.05
H -4.35 0.51 -1.08
O -2.18 1.29 1.32
H -2.80 1.00 0.61
H -2.49 2.19 1.54
O -5.01 0.00 3.07
H -4.06 0.02 2.92
H -5.34 0.85 2.71
*
```

---

# C12H13F6N2O3

2 unconnected molecules or ions with the total composition C12H13F6N2O3 (ωB97M-V/def2-TZVPD, the OMol25 dataset).

Calculated values
HOMO-LUMO gap = 5.27 eV

Structure (ORCA input):
```
! RIJCOSX wB97M-V def2-TZVPD def2/J DEFGRID3
* xyz -1 1
C 2.15 2.43 0.59
C 1.41 1.61 1.34
C 1.59 0.08 1.08
C 0.17 -0.49 0.92
N -0.84 -1.01 0.91
C 2.30 -0.71 2.25
C 2.69 -2.09 1.66
N 3.15 -2.99 1.15
C 3.62 -0.03 2.79
O 3.76 -0.05 4.22
C 2.87 0.75 4.86
F 1.74 0.09 5.24
F 3.46 1.13 6.04
F 2.55 1.89 4.22
H 2.99 2.00 0.00
H 2.00 3.53 0.55
H 0.73 1.98 2.14
H 2.16 -0.08 0.14
H 1.55 -0.93 3.04
H 4.46 -0.66 2.40
H 3.80 0.98 2.34
C -1.55 -0.98 -2.91
C -2.67 -0.92 -1.87
O -3.61 0.10 -2.11
C -4.66 -0.11 -3.11
O -5.29 -1.24 -2.92
C -4.15 0.05 -4.58
F -3.23 1.06 -4.68
F -5.16 0.41 -5.41
F -3.58 -1.04 -5.13
H -1.22 0.02 -3.19
H -0.70 -1.54 -2.51
H -1.87 -1.50 -3.81
H -2.21 -0.67 -0.92
H -3.14 -1.90 -1.74
H -5.26 0.82 -2.98
*
```

---

# C16H15Cl3NOPPd

A molecular structure, C16H15Cl3NOPPd (ωB97M-V/def2-TZVPD, the OMol25 dataset).

Calculated values
⟨S²⟩ = 2.036
Relative energy (zero: lowest compared OMol25 entry of this formula, charge and spin) = 34.2 kcal per mole
HOMO-LUMO gap (alpha / beta) = 5.60 / 5.48 eV

Structure (ORCA input):
```
! RIJCOSX wB97M-V def2-TZVPD def2/J DEFGRID3
* xyz 0 3
Pd -0.22 -0.29 -0.57
Cl -4.67 -4.44 2.28
C -3.79 -3.48 1.19
C -2.46 -3.74 0.80
C -1.81 -2.84 0.00
Cl -0.08 -2.96 -0.33
C -2.56 -1.71 -0.52
O -2.06 -0.86 -1.40
C -3.96 -1.54 -0.14
Cl -4.76 -0.17 -0.74
C -4.58 -2.43 0.67
H -1.88 -4.60 1.14
H -5.60 -2.36 0.91
N 4.78 0.73 4.72
C 3.94 0.63 3.88
C 2.99 0.48 2.84
C 3.21 -0.44 1.80
C 2.49 -0.34 0.63
C 1.24 0.39 0.64
C 1.00 1.25 1.70
C 1.86 1.25 2.76
H 4.01 -1.19 1.92
H 2.67 -1.02 -0.21
H 0.16 1.94 1.73
H 1.67 1.90 3.57
C 2.23 1.37 -2.28
P 0.52 1.45 -1.66
C 0.22 3.20 -1.24
C -0.54 1.22 -3.12
H 2.37 2.27 -2.90
H 2.36 0.61 -2.98
H 2.91 1.39 -1.41
H 0.85 3.83 -1.87
H 0.49 3.40 -0.21
H -0.80 3.51 -1.44
H -0.17 1.95 -3.83
H -1.56 1.46 -2.86
H -0.49 0.18 -3.48
*
```

---

# C4H6OS

C4H6OS in the gas phase (ωB97M-V/def2-TZVPD, the OMol25 dataset).

Calculated values
Relative energy (zero: lowest compared OMol25 entry of this formula, charge and spin) = 227.8 kcal per mole
HOMO-LUMO gap (alpha / beta) = 6.89 / 6.89 eV

Structure (ORCA input):
```
! RIJCOSX wB97M-V def2-TZVPD def2/J DEFGRID3
* xyz 0 1
C -1.02 1.98 0.29
C 1.26 -0.13 -1.58
C -1.91 1.36 1.20
C 1.87 -1.33 -1.13
O -0.30 -0.66 0.55
S 0.15 0.48 -0.32
H -2.31 1.89 2.06
H -1.31 0.56 1.56
H -2.60 0.91 0.52
H 1.09 -2.04 -0.61
H 2.75 -1.23 -0.46
H 2.34 -1.78 -2.07
*
```